(1)
C29H49BCoN3P2 as an isolated structure. Source: OMol25; level of theory: ωB97M-V/def2-TZVPD.

As for the total charge: +1. Its gap between HOMO and LUMO (spin up / spin down) is 7.1 / 7.5 eV. Its spin multiplicity is 4. The HOMO energy (spin up / spin down) comes out at -9.53 / -10.19 eV.

```
85
Properties=species:S:1:pos:R:3:forces:R:3:mulliken_spin:R:1
Co -0.094324 -0.079538 0.906808 0.0 -0.1 0.3 2.48
P -1.884696 -1.426533 -0.111829 -0.1 0.0 -0.3 -0.05
P 2.127508 1.027385 0.135635 -0.2 0.3 0.2 0.09
N -0.571663 -0.137430 2.949824 0.4 0.1 0.1 -0.10
N -0.036652 2.173820 -1.089222 0.2 0.1 0.0 0.03
N -2.044032 1.087518 -1.084446 -0.2 0.1 -0.2 0.03
C 3.910485 -0.955030 -0.638057 0.0 -0.1 0.0 0.01
C -2.759106 1.843696 -3.402825 0.0 0.0 0.0 0.00
C -2.344918 2.580508 -4.511040 -0.1 0.0 0.1 0.00
C -0.028364 -1.010087 3.810075 -0.1 0.0 -0.1 0.03
C -2.255413 -3.254106 -2.317562 0.0 0.0 -0.1 0.00
C -1.364422 1.139122 4.802688 -0.1 0.0 0.0 0.01
C -1.915452 1.776028 -2.306772 -0.1 -0.2 0.3 0.01
C -0.107731 -0.856969 5.178718 0.0 0.0 0.1 0.01
C 3.612381 3.240974 1.245670 0.1 0.0 0.1 0.00
C -0.007466 -3.125840 -1.208021 0.0 0.0 -0.1 -0.01
C -1.231210 0.916984 3.444011 0.0 -0.1 0.0 0.06
C -3.404055 -1.682937 2.136856 0.0 0.0 0.1 0.02
C -3.115735 -2.458921 0.842071 0.1 0.1 0.1 0.01
C -1.251527 -2.329520 -1.629422 0.0 0.0 0.1 0.02
C -2.925119 -0.048297 -0.837557 0.3 0.1 -0.1 0.02
C 1.960458 2.055893 2.662722 0.0 0.0 0.0 0.08
C -0.276152 3.188548 -3.407657 0.0 0.1 0.0 0.00
C 2.554871 0.120166 -2.408603 0.0 0.0 -0.1 0.00
C -4.442235 -2.679634 0.108606 0.0 0.0 0.1 0.00
C -2.477950 -3.798263 1.225058 0.0 0.0 0.0 0.00
C 4.500074 1.344426 -1.456113 0.1 0.0 0.0 0.00
C 3.020694 1.859337 1.571215 -0.1 0.0 0.0 -0.05
C -0.783090 0.243812 5.685397 0.0 0.0 0.1 0.00
C -0.678260 2.447775 -2.307792 0.2 0.0 0.2 0.00
C 3.354714 0.387966 -1.129028 -0.1 -0.1 0.1 0.01
C -1.122746 3.243995 -4.511311 0.1 0.0 0.0 0.00
C 1.329748 2.505128 -0.710139 -0.3 -0.2 -0.1 0.00
C 4.107740 0.936389 2.131468 0.0 0.0 0.0 0.01
C -0.839822 -1.254151 -2.642321 0.0 0.0 -0.1 -0.02
B -0.873852 1.335434 -0.290554 -0.1 0.0 -0.4 0.27
H 4.988274 0.895864 1.489873 0.0 0.0 0.0 0.00
H 1.915172 2.803833 -1.579116 0.0 0.0 0.0 -0.01
H 4.429080 1.322699 3.103951 0.0 0.0 -0.1 0.00
H -0.860174 0.397690 6.755123 0.0 0.0 -0.1 0.00
H -3.731037 0.195990 -0.146474 -0.1 0.1 0.0 0.00
H 0.351158 -1.587093 5.830824 0.0 0.0 0.0 0.00
H 5.194228 1.471443 -0.625311 0.0 0.0 0.0 0.00
H 1.697876 -0.523891 -2.221251 0.0 0.0 0.0 0.01
H 4.569866 -0.853000 0.221759 0.0 0.0 0.0 0.00
H -0.243414 -0.463285 -2.188715 0.0 0.0 0.0 0.00
H 3.203733 -0.398249 -3.120510 0.0 0.1 0.0 0.00
H -3.722840 1.346736 -3.396169 0.0 0.0 0.0 0.00
H -3.124911 -4.312589 1.942291 0.0 0.0 0.0 0.00
H 4.487466 -1.417413 -1.443501 0.0 0.0 0.0 0.00
H -3.739236 -0.658287 1.950936 0.0 0.0 0.0 0.00
H -1.659275 1.593048 2.713377 0.0 0.0 0.0 0.01
H 0.478536 -1.865058 3.374350 0.0 0.1 0.0 0.01
H -3.175722 -2.729635 -2.584599 0.0 0.0 0.0 0.00
H 1.343848 3.337852 -0.010572 0.0 0.1 0.0 0.01
H -1.502631 -3.657411 1.701555 0.0 0.0 0.0 0.00
H -4.199966 -2.194332 2.686619 0.0 0.0 0.0 0.00
H 4.146837 2.327984 -1.771449 0.0 0.0 0.0 0.00
H 2.396778 2.616804 3.495542 0.0 0.0 -0.1 0.00
H -4.335539 -3.291735 -0.780240 0.0 0.0 -0.1 0.00
H -1.911141 2.004478 5.155319 0.0 -0.1 0.0 0.00
H 4.129698 3.287052 0.292050 0.1 0.0 0.0 0.00
H -0.826379 3.816532 -5.381996 0.0 0.0 0.1 0.00
H -2.989578 2.651306 -5.377728 0.0 0.0 0.0 0.00
H -3.384385 -0.388640 -1.766293 -0.1 0.0 0.0 0.00
H -1.808342 -3.615888 -3.248892 0.0 0.0 0.0 0.00
H 2.200643 1.035917 -2.890226 0.0 -0.1 0.1 0.00
H 1.615463 1.096985 3.052064 0.0 0.0 0.0 -0.02
H 5.065386 0.924247 -2.293777 0.0 0.0 0.0 0.00
H -2.524542 -1.643402 2.778429 -0.1 0.0 0.0 0.00
H -4.922095 -1.739705 -0.172787 0.0 0.0 0.0 0.00
H 0.452679 -3.576438 -2.092921 0.0 0.0 0.0 0.00
H -2.349552 -4.457299 0.368231 0.0 0.0 0.0 0.00
H 3.741423 -0.083682 2.283543 0.0 0.1 0.0 0.00
H 2.845598 4.016960 1.253125 0.0 0.0 0.0 0.00
H 3.103058 -1.644749 -0.371529 0.1 0.0 0.0 0.00
H 0.737952 -2.477502 -0.740152 0.0 0.0 0.0 0.03
H -2.508509 -4.127616 -1.718111 0.0 0.0 0.0 0.00
H 0.667338 3.723189 -3.413278 0.0 0.0 0.0 0.00
H -0.245856 -1.724713 -3.432057 0.0 0.0 0.0 0.00
H -1.702978 -0.782885 -3.116102 0.1 -0.1 0.0 0.00
H 1.094327 2.618193 2.297829 0.0 0.0 0.0 0.00
H -5.125756 -3.200539 0.785246 0.0 0.0 0.0 0.00
H 4.338653 3.502551 2.023526 -0.1 0.0 -0.1 0.00
H -0.243903 -3.929944 -0.508399 0.0 0.0 0.0 0.01
```
Positions in Å, forces in eV/Å.

---

(2)
A 4-piece molecular cluster, C29H49N2O11PS3 overall in a non-equilibrium geometry. Source: OMol25; level of theory: ωB97M-V/def2-TZVPD.

As for the total charge: 0. Its gap between HOMO and LUMO is 8.6 eV. The HOMO energy comes out at -9.30 eV. The SMILES is COCCCCCCCCc1cc2c(cc1P(=N)(O)O)C(=O)NC2=O.O=S1(=O)CCCC1.O=S1(=O)CCCC1.O=S1(=O)CCCC1.

```
95
Properties=species:S:1:pos:R:3:forces:R:3:mulliken_charge:R:1
S -5.146530 -2.855410 1.669664 -0.1 -0.1 0.0 1.12
S -3.609371 3.210966 -3.505635 0.1 -0.1 -0.1 1.18
S -2.137121 4.368641 2.667900 -0.3 -0.1 0.1 1.10
P 6.892627 -0.125876 1.472506 0.8 -0.7 -0.5 1.01
O 1.506787 0.960758 3.251906 -0.1 0.1 0.3 -0.63
O -1.201063 3.754665 1.753647 0.3 0.0 -0.1 -0.71
O 0.775667 2.213647 -1.047982 -0.2 0.3 -0.7 -0.65
O -3.999470 -2.396455 0.928219 -0.1 0.1 0.0 -0.60
O -5.669014 -2.087372 2.770880 0.1 0.1 0.0 -0.71
O -0.405710 -3.590509 1.348670 0.2 0.0 0.3 -0.39
O -4.394515 2.006126 -3.599768 -0.1 0.1 0.1 -0.68
O -1.832306 5.634567 3.281421 0.1 0.0 -0.1 -0.69
O 6.640831 -0.535011 3.013727 -0.2 0.7 -0.1 -0.59
O 7.791191 1.191865 1.662935 -0.5 -0.2 0.4 -0.56
O -4.044806 4.310872 -2.680547 -0.1 0.0 0.1 -0.65
N 0.720264 1.407680 1.119280 0.4 1.3 -0.4 0.46
N 7.658746 -1.203002 0.664873 -0.6 0.5 0.1 -0.86
C 0.868929 -3.080910 -0.662029 -0.1 -0.2 0.2 -0.40
C -4.646251 3.479524 2.655735 0.0 0.0 0.0 -0.62
C -3.261824 3.832911 -5.148713 0.2 0.1 -0.2 -0.74
C -4.097117 3.374776 4.085870 0.0 0.1 -0.1 -0.63
C 2.220340 -3.280695 -1.344270 -0.3 0.7 -0.2 -0.96
C -6.460749 -3.234036 0.515531 -0.1 -0.2 -0.2 -0.72
C 4.840642 -1.375601 -2.624018 0.3 -0.6 0.1 -0.69
C 4.218250 0.499790 1.772174 0.3 0.0 -0.3 -0.49
C -1.793937 4.244678 -5.088865 0.0 0.0 0.1 -0.58
C 5.056327 0.769422 -0.507280 0.0 -0.1 0.2 0.58
C -3.754094 4.466610 1.892256 -0.3 -0.1 -0.1 -0.54
C -1.012458 -2.441048 1.911213 -0.2 0.2 0.1 -0.28
C 1.698952 1.096177 2.077084 0.3 -0.4 0.0 -0.25
C 3.795660 1.234070 -0.883064 -0.2 0.1 -0.5 -0.34
C -5.877043 -5.410614 1.458994 0.0 0.0 0.0 -0.63
C -6.222181 -4.694621 0.145515 0.1 0.0 0.1 -0.57
C 3.350973 -2.432355 -0.766653 0.5 -0.7 0.3 0.38
C 2.994606 0.930093 1.331912 -1.1 0.2 0.0 -0.01
C 1.334351 1.718738 -0.119234 0.2 -0.6 0.8 -0.14
C 6.119937 0.701502 -1.582378 0.2 -0.2 0.5 -1.77
C 2.760006 1.307187 0.023580 0.8 -0.3 0.0 -0.26
C -1.911059 2.807496 -3.081910 0.3 0.0 0.0 -0.48
C -2.589103 3.197859 3.941801 -0.1 -0.1 0.1 -0.65
C 4.642774 -2.533255 -1.608658 -0.5 0.3 0.0 -1.07
C 6.152983 -0.584456 -2.457596 -0.5 0.3 -0.4 -1.05
C 0.892128 -3.408049 0.830617 0.1 -0.2 -0.4 -0.47
C -4.841774 -4.548110 2.192363 -0.1 -0.3 0.0 -0.55
C 5.267270 0.409256 0.842981 0.0 0.1 0.3 1.37
C -1.073267 3.124369 -4.325258 0.0 0.0 0.0 -0.65
H -1.862270 1.759602 -2.799455 -0.1 0.0 0.1 0.36
H -1.775238 -2.025103 1.256947 0.0 0.0 -0.1 0.13
H -3.419194 3.011907 -5.847476 0.0 0.0 0.0 0.34
H 3.964027 -0.733679 -2.602993 -0.1 0.2 0.0 0.37
H 7.095799 0.809014 -1.108411 0.1 0.1 -0.1 0.40
H 4.344460 0.263521 2.818816 0.0 0.0 0.0 0.71
H 0.062137 2.150681 1.366272 -0.5 -0.5 0.3 0.08
H -6.777176 -5.506380 2.069385 0.0 0.0 0.0 0.28
H -1.695433 5.186807 -4.545454 0.0 0.0 0.0 0.30
H -7.096450 -5.129629 -0.336106 0.0 0.0 0.0 0.35
H -0.060551 3.409733 -4.045833 0.0 0.0 0.0 0.32
H 6.933553 -1.262262 -2.122548 0.1 0.0 0.2 0.47
H 4.580329 -3.468302 -2.167179 0.1 -0.1 0.0 0.50
H -5.492638 -6.413897 1.282815 0.0 0.0 0.0 0.34
H -6.402080 -2.548902 -0.326854 0.1 0.1 0.1 0.39
H -3.943088 4.650751 -5.371015 -0.1 0.0 0.1 0.40
H -2.026125 3.421341 4.844733 0.1 0.1 -0.1 0.44
H 1.433063 -4.351860 0.962346 -0.1 0.0 0.1 0.27
H 5.499205 -2.636291 -0.944649 0.1 0.1 0.0 0.59
H -4.941446 -4.598626 3.273432 0.0 0.1 0.0 0.39
H 6.464900 -0.268541 -3.454453 0.1 0.1 0.0 0.41
H 3.634508 1.520356 -1.916022 0.0 0.1 0.0 0.56
H -4.541689 2.544344 4.630357 0.0 0.0 0.0 0.36
H -0.297264 -1.652170 2.151739 0.3 0.0 0.0 0.13
H -5.383147 -4.768842 -0.549401 0.0 0.0 0.0 0.30
H -2.336165 2.201631 3.578830 0.0 0.0 0.0 0.29
H 4.857071 -1.816978 -3.621711 0.0 0.1 -0.1 0.53
H -1.002269 2.237985 -4.959113 0.0 0.0 0.0 0.30
H -3.822469 -4.797725 1.901861 0.0 0.1 0.0 0.24
H -1.380391 4.387733 -6.086204 0.0 0.0 0.0 0.35
H -3.652133 4.215305 0.839195 0.1 0.1 0.0 0.24
H 0.150275 -3.768088 -1.113734 -0.1 0.0 0.0 0.34
H -4.606103 2.499558 2.177440 0.0 0.0 0.0 0.30
H 3.576198 -2.813374 0.235555 -0.1 0.1 0.0 0.36
H 7.510276 1.693873 2.442340 0.2 0.1 -0.1 0.34
H 5.851334 -1.080925 3.095462 0.2 -0.3 0.1 0.30
H -7.405312 -3.102566 1.042529 0.0 0.0 0.0 0.34
H -1.627495 3.428297 -2.234560 -0.1 0.0 0.0 0.26
H 1.446003 -2.650363 1.393299 -0.1 0.1 0.1 0.26
H 2.101057 -3.015606 -2.400526 0.0 -0.1 -0.1 0.33
H 5.983347 1.579457 -2.210667 -0.1 0.0 -0.2 0.50
H -5.684448 3.806738 2.644332 0.0 0.0 0.0 0.33
H -1.494173 -2.727284 2.848050 -0.1 -0.1 0.0 0.22
H 7.121960 -1.472519 -0.147675 0.2 -0.2 -0.1 0.30
H 3.036376 -1.397812 -0.642086 -0.1 0.1 -0.1 -0.34
H 0.477083 -2.071633 -0.812662 0.1 0.1 -0.1 0.11
H -4.312550 4.293264 4.636347 0.0 0.0 0.0 0.30
H -4.098480 5.493506 1.994999 0.1 0.0 0.0 0.36
H 2.480788 -4.339599 -1.313988 0.2 -0.1 0.0 0.32
```
Positions in Å, forces in eV/Å.

---

no.,electronic energy (a.u.)
1,-3388.8963
2,-3607.5444